Below is a structure of composition C13H33BNbO8 in a non-equilibrium geometry, with properties calculated with the ωB97M-V functional and the def2-TZVPD basis.

Each line ends with the Mulliken charge.
Positions of all 56 atoms, in Å:
C  3.7029  3.2708  2.1908  -1.11
C  3.4573  4.7453  1.8844  -0.42
C  2.0149  5.2055  2.1394  -0.34
C  1.1353  5.1383  0.8889  -1.14
Nb  0.1168  3.3368  0.0716  -0.80
C  -2.0774  3.3096  0.6053  -0.93
B  -2.6258  3.3638  2.0332  0.64
O  -2.1866  2.5417  3.0790  -0.59
O  -3.6145  4.2589  2.4532  -0.58
H  3.0237  2.6502  1.6037  0.19
H  3.5206  3.0587  3.2502  0.30
H  4.7339  2.9776  1.9705  0.35
H  3.7091  4.9417  0.8357  0.27
H  4.1471  5.3520  2.4850  0.33
H  2.0328  6.2383  2.5182  0.30
H  1.6055  4.6050  2.9626  0.27
H  0.2115  5.7416  1.0146  0.48
H  1.7176  5.6096  0.0880  0.44
H  -0.0653  4.1906  -1.6198  -0.06
H  1.8016  2.8771  -0.4635  0.04
H  0.6547  2.2542  1.4949  0.04
H  0.1135  1.7319  -0.8539  0.05
H  -2.4730  4.1200  -0.0278  0.31
H  -2.3632  2.3419  0.1613  0.44
H  -2.8173  1.9370  3.4651  0.25
H  -4.0181  4.7261  1.7211  0.28
C  -1.4497  -2.5503  3.2847  -1.22
C  -2.0489  -1.2875  2.7097  -0.10
O  -1.9087  -1.2369  1.2764  -0.27
C  -2.7535  -1.9581  0.5629  0.73
O  -3.6426  -2.6617  0.9843  -0.61
O  -2.4695  -1.7713  -0.7289  -0.27
C  -3.2861  -2.4987  -1.6472  -0.76
H  -0.4064  -2.6404  2.9823  0.30
H  -1.4867  -2.4996  4.3743  0.38
H  -2.0073  -3.4256  2.9555  0.32
H  -1.5151  -0.3965  3.0343  0.25
H  -3.1071  -1.1980  2.9574  0.33
H  -4.3405  -2.3322  -1.4347  0.36
H  -3.0788  -3.5672  -1.5836  0.31
H  -3.0116  -2.1141  -2.6243  0.22
C  1.9348  -2.5405  -2.4086  -1.18
C  0.8240  -3.5272  -2.1406  0.09
O  0.3835  -4.1981  -3.3520  -0.34
C  1.1528  -5.1863  -3.7736  0.78
O  2.1582  -5.6015  -3.2510  -0.57
O  0.6624  -5.6395  -4.9366  -0.35
C  1.4316  -6.6875  -5.5323  -0.64
H  1.6298  -1.8152  -3.1629  0.30
H  2.1551  -1.9897  -1.4940  0.37
H  2.8367  -3.0510  -2.7439  0.35
H  -0.0788  -3.0384  -1.7812  0.05
H  1.1304  -4.2858  -1.4212  0.33
H  1.5822  -7.5002  -4.8240  0.30
H  2.4069  -6.3167  -5.8453  0.29
H  0.8455  -7.0088  -6.3876  0.21

Properties
Gap between HOMO and LUMO, eV: 6.735
Total charge: -1
LUMO, eV: 2.324
E, eV: -32621.4135
Multiplicity: 1